[1]
DFT (the ωB97M-V functional and the def2-TZVPD basis) results for the molecule C3H3NO2 in a non-equilibrium geometry.

Summary:
Kohn-Sham gap	10.76	eV
SMILES string	Cn1c(=O)c1=O
M	85.062	g mol⁻¹
HOMO energy	-0.387	Eh
relative energy (zero: lowest compared OMol25 entry of this formula, charge and spin)	295.7	kJ/mol

The geometry in ORCA input format:
```
! RIJCOSX wB97M-V def2-TZVPD def2/J DEFGRID3
* xyz 0 1
C 0.169 -1.089 -0.726
N 0.034 0.098 0.047
C 0.540 1.267 0.896
O 1.572 1.644 1.244
C -0.814 1.141 0.534
O -2.007 1.392 0.599
H 1.163 -1.706 -0.514
H -0.573 -1.750 -0.317
H -0.084 -0.996 -1.762
*
```

[2]
DFT (the ωB97M-V functional and the def2-TZVPD basis) results for a cluster of 2 separate species, C38H33F4N4 in total in a non-equilibrium geometry.

Summary:
Kohn-Sham gap	4.22	eV
M	621.702	g mol⁻¹
HOMO energy	-0.357	Eh

The geometry in ORCA input format:
```
! RIJCOSX wB97M-V def2-TZVPD def2/J DEFGRID3
* xyz 1 1
F 3.246 -4.338 -0.599
C 3.755 -3.168 -0.080
C 4.782 -2.533 -0.775
C 5.264 -1.354 -0.204
F 6.353 -0.758 -0.809
C 4.717 -0.764 0.926
C 3.598 -1.379 1.560
C 2.822 -0.681 2.550
C 1.541 -1.106 2.915
C 0.606 -0.311 3.568
C -0.760 -0.668 3.802
C -1.589 0.179 4.595
C -2.945 -0.089 4.690
F -3.735 0.741 5.455
C -3.555 -1.169 4.048
C -2.714 -2.028 3.340
F -3.278 -3.115 2.709
C -1.341 -1.837 3.231
C 3.205 -2.666 1.092
H 5.200 -2.945 -1.689
H 5.114 0.173 1.317
H 3.160 0.322 2.810
H 1.239 -2.119 2.638
H 0.914 0.685 3.899
H -1.152 1.042 5.098
H -4.626 -1.342 4.105
H -0.725 -2.544 2.678
H 2.444 -3.242 1.614
C 1.490 2.882 11.257
C 0.336 2.636 10.500
C 0.326 1.609 9.554
C 1.472 0.833 9.339
C 1.396 -0.278 8.302
N 2.654 -1.013 8.119
C 2.982 -1.912 9.203
C 4.341 -2.568 9.080
N 5.270 -1.802 8.286
C 6.619 -2.313 8.304
C 7.536 -1.293 7.680
N 7.083 -0.925 6.353
C 8.042 -0.052 5.660
C 8.233 -0.331 4.190
C 8.903 0.633 3.428
C 9.122 0.421 2.068
C 8.688 -0.767 1.469
C 8.006 -1.724 2.225
C 7.805 -1.522 3.596
C 5.726 -0.782 6.131
C 5.167 -0.268 4.936
N 3.849 -0.138 4.777
C 3.014 -0.316 5.794
C 3.457 -0.853 7.024
C 4.826 -1.191 7.141
C 2.633 1.103 10.069
C 2.633 2.101 11.053
H 1.501 3.680 12.000
H -0.558 3.243 10.649
H -0.567 1.391 8.960
H 0.624 -1.007 8.608
H 1.062 0.150 7.350
H 2.916 -1.368 10.153
H 2.211 -2.697 9.251
H 4.783 -2.684 10.076
H 4.213 -3.578 8.657
H 6.899 -2.482 9.348
H 6.692 -3.267 7.754
H 7.597 -0.401 8.326
H 8.547 -1.703 7.579
H 7.766 1.010 5.796
H 9.005 -0.187 6.176
H 9.241 1.548 3.925
H 9.633 1.182 1.476
H 8.876 -0.943 0.411
H 7.631 -2.635 1.758
H 7.314 -2.289 4.199
H 5.799 0.028 4.098
H 1.963 -0.084 5.621
H 3.545 0.531 9.884
H 3.535 2.263 11.644
*
```

[3]
DFT (the ωB97M-V functional and the def2-TZVPD basis) results for the molecule C4H7NO.

Summary:
Kohn-Sham gap	10.64	eV
SMILES string	O=CCN1CC1
M	85.106	g mol⁻¹
HOMO energy	-0.352	Eh
relative energy (zero: lowest compared OMol25 entry of this formula, charge and spin)	232.3	kJ/mol

The geometry in ORCA input format:
```
! RIJCOSX wB97M-V def2-TZVPD def2/J DEFGRID3
* xyz 0 1
O -2.919 0.139 1.246
C -1.968 -0.204 0.588
C -0.587 0.399 0.742
N 0.413 -0.502 0.210
C 0.774 -0.411 -1.194
C 1.711 0.036 -0.134
H -2.061 -0.989 -0.191
H -0.416 0.542 1.815
H -0.595 1.407 0.277
H 0.319 0.370 -1.807
H 0.919 -1.363 -1.700
H 2.565 -0.573 0.152
H 1.866 1.113 -0.047
*
```

[4]
DFT (the ωB97M-V functional and the def2-TZVPD basis) results for a cluster of 5 separate species, C24H44I2N2O9S in total in a non-equilibrium geometry.

Summary:
Kohn-Sham gap	6.53	eV
SMILES string	O=CCc1c(I)cc2nsnc2c1I.COCCOC.COCCOC.COCCOC.COCCOC
M	790.496	g mol⁻¹
HOMO energy	-0.307	Eh

The geometry in ORCA input format:
```
! RIJCOSX wB97M-V def2-TZVPD def2/J DEFGRID3
* xyz 0 1
O -3.197 1.338 1.369
C -3.651 0.184 1.865
C -2.628 -1.044 2.231
C -1.247 -1.086 1.348
C 0.265 -1.158 2.061
I 0.566 -1.188 4.261
C 1.674 -1.245 1.166
C 1.693 -1.244 -0.474
N 2.832 -1.341 -1.471
S 1.971 -1.287 -3.029
N 0.236 -1.159 -2.724
C 0.219 -1.168 -1.188
C -1.211 -1.104 -0.324
I -3.047 -1.077 -1.540
H -4.825 0.018 1.999
H -3.145 -2.117 2.157
H -2.366 -0.922 3.388
H 2.721 -1.329 1.720
C 6.830 3.323 -5.576
O 6.898 2.732 -4.283
C 5.622 2.697 -3.637
C 5.007 1.295 -3.699
O 4.656 0.942 -5.040
C 5.601 0.053 -5.627
H 7.779 3.138 -6.088
H 6.021 2.894 -6.179
H 6.690 4.405 -5.482
H 4.944 3.444 -4.067
H 5.789 2.961 -2.588
H 4.079 1.293 -3.117
H 5.681 0.550 -3.261
H 5.492 -0.944 -5.189
H 6.629 0.407 -5.497
H 5.391 -0.012 -6.698
C -7.364 0.069 -1.909
O -6.683 -1.121 -2.293
C -7.072 -2.245 -1.500
C -8.047 -3.151 -2.260
O -9.304 -2.501 -2.467
C -9.444 -2.009 -3.795
H -7.177 0.831 -2.671
H -8.446 -0.086 -1.831
H -6.969 0.428 -0.953
H -7.500 -1.922 -0.543
H -6.161 -2.813 -1.285
H -8.245 -4.041 -1.653
H -7.615 -3.482 -3.212
H -9.606 -2.845 -4.484
H -8.569 -1.432 -4.110
H -10.320 -1.355 -3.829
C 7.104 5.614 -1.101
O 7.844 6.299 -0.096
C 6.996 6.855 0.913
C 7.015 6.000 2.185
O 6.399 4.728 1.965
C 7.356 3.687 1.802
H 7.809 5.051 -1.720
H 6.383 4.911 -0.670
H 6.585 6.339 -1.736
H 5.973 6.983 0.541
H 7.393 7.847 1.152
H 6.429 6.508 2.958
H 8.037 5.880 2.564
H 7.814 3.452 2.768
H 8.131 3.956 1.078
H 6.835 2.797 1.437
C -2.938 -2.867 5.293
O -3.570 -3.708 4.334
C -3.247 -5.088 4.530
C -4.398 -5.836 5.211
O -4.580 -5.393 6.558
C -5.687 -4.508 6.689
H -3.378 -1.869 5.215
H -3.082 -3.232 6.316
H -1.868 -2.793 5.071
H -2.316 -5.196 5.100
H -3.085 -5.521 3.538
H -4.145 -6.901 5.257
H -5.326 -5.736 4.636
H -6.622 -5.071 6.602
H -5.662 -3.710 5.940
H -5.646 -4.052 7.682
*
```

- What is the formula in the fourth record?
  C24H44I2N2O9S